This record from OMol25 describes one molecule with the formula C3H3N5. The level of theory is wB97M-V/def2-TZVPD.

Computed properties:
Gap between HOMO and LUMO: 8.7 eV
SMILES string: [H]/N=c1/ncncnn1
Relative energy (zero: lowest compared OMol25 entry of this formula, charge and spin): 78.2 kcal/mol

Cartesian coordinates (Å):
C 1.014 0.201 0.092
C -1.025 1.243 -0.363
C -1.161 -0.878 0.598
H 2.909 -0.636 0.336
H -1.400 2.203 -0.759
H -1.732 -1.590 1.225
N 2.137 0.188 0.678
N 0.282 1.353 -0.239
N -1.637 0.275 0.500
N -0.397 -1.449 -0.490
N 0.651 -0.848 -0.845

***

This record from OMol25 describes a 2-piece molecular cluster, C2H8P4 overall. The level of theory is wB97M-V/def2-TZVPD.

Computed properties:
Gap between HOMO and LUMO (alpha / beta): 6.4 / 8.3 eV
Relative energy (zero: lowest compared OMol25 entry of this formula, charge and spin): 91.1 kcal/mol

Cartesian coordinates (Å):
C -1.881 0.673 -0.410
C -1.959 -0.460 0.576
P 3.538 0.396 0.130
P 1.632 1.393 -0.761
P 1.509 -0.255 0.697
P 0.773 -1.862 -0.514
H -2.623 1.361 -0.279
H -0.940 1.295 -0.310
H -1.766 0.162 -1.376
H -1.727 -1.522 0.420
H -2.520 -0.388 1.530
H 3.939 -0.653 -0.669
H 1.955 2.152 0.382
H 0.070 -2.292 0.585

***

This record from OMol25 describes one molecule with the formula C3H4ClN3O. The level of theory is wB97M-V/def2-TZVPD.

Computed properties:
Gap between HOMO and LUMO: 8.9 eV
SMILES string: [H]/N=c1/oc(Cl)cn1N
Relative energy (zero: lowest compared OMol25 entry of this formula, charge and spin): 50.2 kcal/mol

Cartesian coordinates (Å):
C -0.086 -1.143 -0.025
C -0.942 -0.122 0.014
C 1.074 0.779 -0.050
H 2.781 -1.110 0.979
H 3.024 -1.223 -0.613
H -0.243 -2.175 -0.036
H 2.836 1.212 -0.100
N 2.323 -1.322 0.096
N 1.180 -0.607 -0.175
N 1.945 1.716 0.032
O -0.273 1.057 0.026
Cl -2.624 -0.044 0.016

***

This record from OMol25 describes a 4-piece molecular cluster, C44H75F5NOPS overall. The level of theory is wB97M-V/def2-TZVPD.

Computed properties:
Gap between HOMO and LUMO: 7.7 eV
SMILES string: CCP(C)c1cc(CCCC(F)(F)C(F)(F)F)cc2c1Sc1cc(CCCCCOC)ccc1N2.CCCCCC.CCCCCC.CCCCCC

Cartesian coordinates (Å):
C -5.356 -0.343 -6.668
C -5.901 0.327 -5.236
P -6.776 -1.149 -4.315
C -8.455 -0.546 -3.578
C -5.593 -1.767 -2.897
C -4.680 -3.158 -3.055
C -3.672 -3.657 -1.829
C -2.696 -5.008 -1.944
C -1.098 -4.547 -1.779
C -0.357 -4.282 -3.232
C -0.142 -2.656 -3.559
F -1.347 -1.842 -3.210
F 1.015 -2.072 -2.813
C 0.172 -2.376 -5.163
F 0.510 -0.935 -5.443
F 1.382 -3.160 -5.562
F -1.010 -2.687 -6.010
C -3.545 -2.847 -0.371
C -4.444 -1.484 -0.230
C -5.426 -0.956 -1.477
S -6.321 0.690 -1.094
C -4.933 1.675 -0.223
C -4.602 3.256 -0.521
C -3.307 3.898 0.319
C -2.775 5.454 0.129
C -1.324 5.533 -0.698
C -0.028 5.745 0.289
C 0.764 4.354 0.685
C 2.312 4.279 0.124
O 3.279 5.074 0.922
C 4.648 4.558 0.588
C -2.435 2.984 1.416
C -2.782 1.388 1.725
C -4.046 0.758 0.859
N -4.355 -0.705 1.085
H -4.181 -0.500 -6.663
H -5.811 -1.441 -6.767
H -5.738 0.240 -7.616
H -6.723 1.150 -5.490
H -5.023 0.769 -4.601
H -8.681 0.577 -3.895
H -9.357 -1.187 -4.014
H -8.522 -0.690 -2.398
H -4.756 -3.744 -4.065
H -2.930 -5.690 -1.021
H -2.877 -5.592 -2.960
H -0.513 -5.396 -1.180
H -0.966 -3.566 -1.156
H 0.753 -4.702 -3.100
H -0.889 -4.828 -4.128
H -2.802 -3.266 0.464
H -5.221 3.890 -1.297
H -2.621 5.877 1.230
H -3.611 6.117 -0.390
H -1.404 6.508 -1.380
H -1.174 4.639 -1.442
H -0.460 6.190 1.306
H 0.720 6.539 -0.195
H 0.152 3.476 0.160
H 0.722 4.183 1.847
H 2.406 4.510 -1.039
H 2.667 3.145 0.235
H 4.661 3.952 -0.431
H 5.393 5.476 0.537
H 5.048 3.817 1.429
H -1.521 3.428 2.015
H -2.166 0.722 2.499
H -5.299 -0.716 1.578
C 4.379 -6.336 -0.056
C 5.473 -5.825 -0.979
C 5.842 -4.361 -0.724
C 4.712 -3.352 -0.959
C 4.104 -3.371 -2.364
C 5.103 -3.008 -3.452
H 3.443 -5.788 -0.194
H 4.177 -7.392 -0.263
H 4.681 -6.249 0.993
H 5.172 -5.968 -2.021
H 6.370 -6.440 -0.832
H 6.701 -4.100 -1.353
H 6.187 -4.256 0.313
H 5.098 -2.346 -0.752
H 3.912 -3.523 -0.229
H 3.278 -2.651 -2.395
H 3.664 -4.350 -2.579
H 5.520 -2.012 -3.283
H 4.610 -3.009 -4.429
H 5.927 -3.725 -3.499
C 2.012 -7.342 6.645
C 2.799 -8.524 6.101
C 3.962 -8.108 5.196
C 3.561 -7.360 3.919
C 2.591 -8.110 3.002
C 3.166 -9.409 2.458
H 1.545 -6.763 5.845
H 1.214 -7.696 7.306
H 2.660 -6.676 7.224
H 2.124 -9.202 5.570
H 3.204 -9.094 6.947
H 4.537 -9.002 4.930
H 4.647 -7.470 5.768
H 4.473 -7.125 3.356
H 3.116 -6.395 4.186
H 2.338 -7.460 2.157
H 1.649 -8.314 3.523
H 4.084 -9.223 1.892
H 2.445 -9.888 1.788
H 3.392 -10.118 3.260
C -1.649 12.645 2.698
C -0.190 12.274 2.484
C -0.003 11.082 1.541
C -0.612 9.762 2.028
C -0.110 9.276 3.390
C 1.382 8.978 3.405
H -2.209 11.831 3.167
H -1.723 13.517 3.355
H -2.131 12.895 1.748
H 0.284 12.077 3.450
H 0.331 13.140 2.057
H 1.069 10.944 1.358
H -0.444 11.326 0.567
H -0.407 8.989 1.277
H -1.703 9.857 2.071
H -0.651 8.360 3.654
H -0.347 10.007 4.171
H 1.635 8.214 2.664
H 1.681 8.608 4.391
H 1.976 9.872 3.196

***

This record from OMol25 describes C16H32CaO7S as an isolated structure. The level of theory is wB97M-V/def2-TZVPD.

Computed properties:
Gap between HOMO and LUMO: 11.0 eV
Net charge: +2
Relative energy (zero: lowest compared OMol25 entry of this formula, charge and spin): 12.0 kcal/mol

Cartesian coordinates (Å):
Ca -0.005 0.439 -0.349
C 1.917 0.395 2.251
C 2.561 1.514 1.464
O 2.179 1.451 0.077
C 3.114 0.902 -0.865
C 3.067 -0.617 -0.947
O 1.686 -1.024 -0.937
C 1.251 -2.157 -1.718
C 0.379 -1.682 -2.865
O -0.586 -0.713 -2.411
C -1.965 -1.101 -2.291
C -2.204 -1.994 -1.093
O -1.556 -1.421 0.056
C -2.351 -1.164 1.232
C -2.910 0.245 1.215
O -1.885 1.198 0.877
C -1.293 1.973 1.936
C -0.371 1.146 2.817
O 0.497 0.342 1.995
H 2.098 0.503 3.321
H 2.303 -0.575 1.943
H 3.648 1.477 1.561
H 2.230 2.492 1.817
H 4.129 1.220 -0.620
H 2.840 1.338 -1.826
H 3.573 -1.101 -0.110
H 3.545 -0.944 -1.872
H 0.699 -2.808 -1.039
H 2.115 -2.709 -2.090
H -0.121 -2.531 -3.336
H 0.973 -1.172 -3.624
H -2.301 -1.582 -3.213
H -2.509 -0.162 -2.181
H -1.788 -2.992 -1.241
H -3.275 -2.104 -0.918
H -1.672 -1.317 2.070
H -3.153 -1.900 1.309
H -3.353 0.493 2.181
H -3.680 0.361 0.452
H -2.076 2.436 2.539
H -0.746 2.772 1.431
H -0.935 0.473 3.464
H 0.214 1.812 3.454
O -0.230 2.147 -1.754
S 0.207 2.268 -3.220
C -1.325 2.334 -4.185
C -1.332 3.667 -4.932
C -0.702 4.680 -3.981
C 0.580 4.015 -3.489
H -2.099 2.300 -3.415
H -1.394 1.446 -4.809
H -2.347 3.927 -5.225
H -0.742 3.592 -5.848
H -1.366 4.891 -3.141
H -0.482 5.627 -4.470
H 0.983 4.381 -2.546
H 1.368 4.040 -4.245

***

This record from OMol25 describes C39H31GeN3O5PdS2 as an isolated structure. The level of theory is wB97M-V/def2-TZVPD.

Computed properties:
Gap between HOMO and LUMO (alpha / beta): 6.6 / 5.4 eV
Net charge: -1
Spin multiplicity: 4
Expectation value of S²: 3.842
Relative energy (zero: lowest compared OMol25 entry of this formula, charge and spin): 3.2 kcal/mol

Cartesian coordinates (Å):
Pd 0.502 -0.819 0.581
C -0.861 0.617 5.143
O -1.802 -0.457 5.183
C -1.601 -1.643 4.566
C -2.410 -2.682 4.926
C -2.315 -3.933 4.281
C -1.402 -4.153 3.292
C -0.516 -3.137 2.864
C 0.429 -3.499 1.870
N 1.353 -2.709 1.375
N 2.193 -3.302 0.510
C 2.741 -2.390 -0.303
O 2.398 -1.181 -0.377
C 3.774 -2.875 -1.257
C 4.584 -1.944 -1.902
C 5.515 -2.365 -2.835
C 5.628 -3.714 -3.142
C 4.813 -4.639 -2.509
C 3.891 -4.224 -1.563
C -0.646 -1.793 3.448
O -0.044 -0.786 3.021
H -1.171 1.269 5.958
H -0.902 1.143 4.191
H 0.152 0.253 5.316
H -3.136 -2.518 5.710
H -2.979 -4.730 4.588
H -1.332 -5.123 2.823
H 0.367 -4.514 1.479
H 4.453 -0.896 -1.677
H 6.139 -1.640 -3.340
H 6.338 -4.042 -3.889
H 4.880 -5.686 -2.771
H 3.239 -4.935 -1.077
O 0.018 -2.882 -6.013
S 0.897 -2.927 -4.876
O 2.007 -3.839 -4.913
N 0.031 -3.151 -3.494
C 0.101 -2.115 -2.716
S -0.725 -2.065 -1.224
C 0.925 -0.976 -3.241
C 1.174 0.266 -2.683
C 1.964 1.156 -3.395
C 2.499 0.809 -4.633
C 2.246 -0.436 -5.196
C 1.451 -1.301 -4.474
H 0.753 0.523 -1.719
H 2.161 2.135 -2.981
H 3.112 1.524 -5.166
H 2.646 -0.713 -6.160
C -2.921 0.035 1.012
Ge -1.260 0.956 0.442
C -1.607 1.796 -1.299
C -2.267 1.117 -2.321
C -2.387 1.667 -3.588
C -1.852 2.917 -3.857
C -1.203 3.615 -2.850
C -1.082 3.055 -1.587
C -0.930 2.469 1.678
C 0.317 2.574 2.238
C 0.646 3.586 3.170
C -0.298 4.494 3.548
C -1.602 4.440 2.993
C -2.590 5.387 3.361
C -3.834 5.352 2.803
C -4.143 4.363 1.845
C -3.211 3.436 1.483
C -1.913 3.436 2.050
H -3.747 0.287 0.347
H -3.185 0.333 2.026
H -2.795 -1.048 0.991
H -2.660 0.123 -2.140
H -2.883 1.108 -4.370
H -1.935 3.341 -4.849
H -0.783 4.593 -3.049
H -0.562 3.609 -0.813
H 1.076 1.840 1.982
H 1.644 3.628 3.585
H -0.070 5.270 4.268
H -2.332 6.144 4.091
H -4.580 6.081 3.088
H -5.125 4.346 1.389
H -3.455 2.693 0.737

***

This record from OMol25 describes one molecule with the formula C4H5NO. The level of theory is wB97M-V/def2-TZVPD.

Computed properties:
Gap between HOMO and LUMO: 11.3 eV
SMILES string: N#C[C@@H]1C[C@@H]1O
Relative energy (zero: lowest compared OMol25 entry of this formula, charge and spin): 32.8 kcal/mol

Cartesian coordinates (Å):
O -0.740 1.400 -0.805
C -0.923 0.269 -0.022
C -0.370 -1.019 -0.543
C 0.289 -0.344 0.648
C 1.532 0.383 0.571
N 2.491 1.033 0.556
H 0.172 1.712 -0.704
H -1.848 0.310 0.549
H -0.817 -1.986 -0.333
H 0.083 -0.933 -1.525
H 0.133 -0.825 1.607

***

Record order is preserved below.
F_max: 4.54 4.31 1.83 5.24 0.47 0.53 1.14 eV/Å